[1]
66
Properties=species:S:1:pos:R:3:mulliken_spin:R:1 method="wB97M-V/def2-TZVPD" spin_multiplicity=2 homo_lumo_gap_ev="6.74 / 6.16" relative_energy_kj_mol=223.3 homo_energy_ev="-6.715 / -6.135" energy_ha=-3648.02266
V 0.2540 -1.0669 -0.4179 1.094
C 1.3618 3.5781 -0.1852 0.002
C 0.3296 2.7054 0.4615 -0.005
N 0.6683 2.0120 1.4765 0.001
N -0.3439 1.4188 2.1809 -0.003
C -0.4465 0.1856 2.4314 0.010
S 0.4921 -1.2226 1.8550 -0.017
S -1.7345 -0.3599 3.5434 0.002
C -2.8382 1.0885 3.6132 0.001
C -4.2491 0.7348 3.2128 -0.001
C -5.2944 0.8409 4.1215 0.000
C -6.5977 0.5186 3.7496 0.000
C -6.8641 0.0838 2.4604 0.000
C -5.8210 -0.0293 1.5444 0.000
C -4.5263 0.2907 1.9197 0.005
C -1.0418 2.6194 -0.1328 -0.001
C -1.9822 3.6369 -0.0474 0.001
C -3.2821 3.4415 -0.5024 -0.001
C -3.6328 2.2200 -1.0607 0.000
C -2.6901 1.2060 -1.1820 -0.010
C -1.4008 1.4113 -0.7230 -0.012
O -0.4216 0.4775 -0.8449 -0.023
H 2.3020 3.5162 0.3614 0.000
H 1.0219 4.6180 -0.1978 0.000
H 1.5234 3.2773 -1.2246 0.000
H -2.3902 1.8147 2.9366 0.000
H -2.8076 1.4905 4.6238 0.000
H -5.0885 1.1802 5.1321 0.000
H -7.4024 0.6085 4.4701 0.000
H -7.8770 -0.1693 2.1684 0.000
H -6.0212 -0.3714 0.5348 0.000
H -3.7108 0.1946 1.2112 -0.002
H -1.7010 4.5805 0.4100 0.000
H -4.0178 4.2294 -0.4049 0.000
H -4.6470 2.0529 -1.4051 0.000
H -2.9422 0.2490 -1.6228 0.003
C 4.5864 -1.1722 -0.4862 0.000
Sb 3.2072 0.4585 -0.1097 -0.016
C 4.7208 1.9314 -0.6182 0.012
C 3.7258 0.4550 1.9689 0.001
H 5.5347 -0.9307 -0.0043 0.000
H 4.7484 -1.3042 -1.5569 0.000
H 4.2041 -2.1010 -0.0590 -0.001
H 5.6198 1.4057 -0.9500 0.000
H 4.9556 2.5231 0.2695 0.000
H 4.3854 2.6008 -1.4137 0.000
H 4.7905 0.6794 2.0617 0.000
H 3.5110 -0.5289 2.3849 0.000
H 3.1305 1.2001 2.4984 -0.001
C 1.4962 -4.9860 -0.7854 -0.004
S 1.5218 -3.1651 -0.8012 -0.036
O -0.0298 -2.9326 -0.8603 -0.012
C 2.1259 -3.0028 -2.4743 0.015
C 3.3794 -3.4951 -2.8066 -0.005
C 3.8401 -3.3486 -4.1069 -0.002
C 3.0464 -2.7231 -5.0610 0.001
C 1.7929 -2.2401 -4.7164 0.000
C 1.3287 -2.3741 -3.4150 0.011
H 0.9647 -5.3175 -1.6769 0.000
H 0.9571 -5.2695 0.1187 -0.001
H 2.5187 -5.3610 -0.7572 0.001
H 4.0026 -3.9745 -2.0611 0.000
H 4.8218 -3.7197 -4.3730 0.000
H 3.4120 -2.6068 -6.0731 0.000
H 1.1719 -1.7558 -5.4599 0.000
H 0.3491 -2.0075 -3.1432 -0.006

[2]
68
Properties=species:S:1:pos:R:3:mulliken_charge:R:1 method="wB97M-V/def2-TZVPD" homo_lumo_gap_ev=7.37 relative_energy_kj_mol=124.9 homo_energy_ev=-8.504 energy_ha=-1758.83725
O -2.1764 0.5484 -1.9137 -0.149
C -2.4993 -0.8976 -2.4677 -0.008
C -3.7298 -0.5882 -3.1937 -1.286
H -2.8311 -1.6181 -1.7253 -0.046
H -1.6847 -1.0714 -3.1543 0.468
C -3.4864 0.8464 -2.6525 1.225
H -4.6553 -0.9603 -2.7772 0.381
H -3.7278 -0.6256 -4.2525 0.377
C -4.6444 1.2725 -1.7453 -1.647
H -4.8646 0.5107 -0.9963 0.406
H -5.5260 1.3656 -2.3970 0.411
H -4.5552 2.1989 -1.1742 0.319
C -3.4241 1.6377 -3.9593 -1.561
H -2.7356 1.1277 -4.6342 0.422
H -3.0711 2.6714 -3.9641 0.308
H -4.4503 1.5780 -4.3728 0.376
Y -0.1625 0.8151 -0.4897 1.191
C 2.0758 1.8742 -1.2484 -0.820
C 2.6633 0.6206 -0.9505 -0.201
C 2.0736 -0.3534 -1.7990 -0.928
H 3.4747 0.5044 -0.2215 0.594
C 1.2020 0.3098 -2.7173 -0.304
C 1.1413 1.6938 -2.3336 -0.949
H 0.5265 2.4829 -2.7936 0.477
H 2.2984 2.7863 -0.6865 0.686
H 2.3167 -1.4088 -1.7738 0.488
H 0.8663 -0.0909 -3.6690 0.632
C 0.3374 2.4793 1.0978 -0.514
C -0.0016 3.1614 -0.1290 -0.941
C -1.3748 2.9225 -0.4544 -0.550
H 0.6904 3.7368 -0.7511 0.700
C -1.9408 2.2627 0.6812 -0.445
C -0.9007 1.9658 1.6177 -0.314
H -1.0342 1.5482 2.6110 0.602
H 1.3352 2.4302 1.5490 0.652
H -1.9114 3.3355 -1.3244 0.523
H -3.0040 2.1297 0.8353 0.525
O -2.4784 -3.9259 0.6499 -0.526
C -1.8025 -2.6153 0.4876 0.005
C -0.8400 -2.6581 -0.7386 2.009
H -1.2525 -2.3678 1.4266 0.115
H -2.5011 -1.7410 0.4382 0.150
C -1.0419 -4.1152 -1.2416 -0.982
H 0.1540 -2.4832 -0.3027 -0.124
H -1.1789 -1.8681 -1.3907 -1.661
C -2.2054 -4.7569 -0.4482 -0.508
H -0.1005 -4.5800 -0.9907 0.365
H -1.1569 -4.0924 -2.3305 0.372
H -2.0498 -5.7922 -0.1489 0.388
H -3.0480 -4.6708 -1.1744 0.224
O 2.3271 -1.8419 0.8855 -0.676
C 1.8461 -0.9627 1.5940 0.377
O 0.6665 -0.4903 1.3940 -0.520
C 2.7317 -0.3361 2.6558 0.041
C 2.5360 0.8863 3.3191 -0.399
C 3.4467 1.3414 4.3058 -0.510
C 4.6122 0.5868 4.5805 -0.170
C 4.9032 -0.5535 3.7944 -0.406
C 3.9744 -0.9637 2.8028 -0.373
N 6.0833 -1.2775 4.0450 0.967
O 6.8411 -0.8396 4.9393 -0.599
O 6.3424 -2.3083 3.4013 -0.587
N 3.1815 2.5251 5.0616 1.007
O 2.1610 3.1913 4.7617 -0.610
O 3.9434 2.8461 5.9903 -0.590
H 1.7249 1.5361 3.0569 0.879
H 5.2955 0.8665 5.3847 0.578
H 4.2757 -1.7414 2.1213 0.665

[3]
67
Properties=species:S:1:pos:R:3:mulliken_charge:R:1 method="wB97M-V/def2-TZVPD" homo_lumo_gap_ev=6.54 relative_energy_kj_mol=48.0 homo_energy_ev=-13.670 energy_ha=-1943.25204 total_charge=+2
Ta 0.3936 -0.6216 0.7151 1.338
C 3.0433 -0.8670 -1.1173 -1.258
N 1.8417 0.0025 -1.0035 0.361
C 2.3228 1.4124 -0.8356 -0.895
C 2.7802 1.6831 0.5950 -0.731
C 1.6571 2.2352 1.4558 -1.022
N 0.4070 1.4683 1.2378 -0.063
C -0.7064 2.1010 1.4598 0.031
C -2.0459 1.6334 1.2680 0.648
C -3.0998 2.4152 1.7677 -0.861
C -4.4082 2.0343 1.5685 -0.881
C -4.6828 0.8788 0.8365 -0.553
C -3.6628 0.1080 0.3010 -0.646
C -2.3490 0.4825 0.5208 0.206
O -1.3370 -0.2347 -0.0163 -0.290
C 1.0643 -0.0465 -2.2957 -0.264
C 0.6970 -1.4375 -2.7984 -0.810
C -0.2728 -2.2229 -1.9225 -0.743
N 0.2699 -2.3593 -0.5593 -0.189
C 0.6254 -3.5345 -0.1387 0.270
C 1.3299 -3.8490 1.0755 0.676
C 1.4452 -5.1965 1.4577 -0.808
C 2.1553 -5.5451 2.5837 -0.886
C 2.7923 -4.5525 3.3287 -0.491
C 2.7262 -3.2180 2.9593 -0.795
C 1.9889 -2.8672 1.8437 0.193
O 1.9064 -1.5794 1.4364 -0.253
H 3.5674 -0.6314 -2.0463 0.382
H 2.7695 -1.9165 -1.1139 0.327
H 3.7094 -0.6918 -0.2785 0.380
H 1.5003 2.0719 -1.1173 0.247
H 3.1353 1.5704 -1.5484 0.710
H 3.5993 2.4017 0.5998 0.497
H 3.1870 0.7726 1.0439 0.242
H 1.4647 3.2765 1.1954 0.603
H 1.9201 2.1928 2.5138 0.377
H -0.6213 3.1230 1.8291 0.528
H -2.8717 3.3182 2.3207 0.509
H -5.2168 2.6281 1.9698 0.471
H -5.7105 0.5809 0.6753 0.490
H -3.8728 -0.7793 -0.2808 0.520
H 1.6853 0.4402 -3.0544 0.629
H 0.1810 0.5803 -2.1515 -0.310
H 1.5905 -2.0347 -2.9874 0.276
H 0.2222 -1.2969 -3.7717 0.535
H -0.4429 -3.2136 -2.3460 0.705
H -1.2306 -1.7088 -1.8527 -0.011
H 0.3918 -4.3819 -0.7842 0.486
H 0.9587 -5.9587 0.8612 0.455
H 2.2283 -6.5803 2.8839 0.440
H 3.3576 -4.8274 4.2093 0.455
H 3.2342 -2.4497 3.5257 0.491
S -1.8380 -1.8777 4.6756 -0.246
C -1.1004 -1.4709 3.3801 0.972
N -0.5276 -1.1512 2.3621 -0.504
C -2.6847 1.7652 -2.9174 -0.828
C -1.9247 2.8706 -2.2697 0.320
N -0.8778 2.7325 -1.4846 0.139
C -0.4941 4.0187 -1.1511 -0.202
C -1.3290 4.9269 -1.7207 -0.875
N -2.2345 4.1807 -2.4307 -0.032
H -2.3646 0.8170 -2.4878 -0.176
H -2.5071 1.7386 -3.9938 0.340
H -3.7583 1.8692 -2.7583 0.423
H 0.3665 4.2255 -0.5341 0.304
H -1.3542 6.0018 -1.7001 0.439
H -2.9896 4.5444 -2.9884 0.209

[4]
65
Properties=species:S:1:pos:R:3:mulliken_spin:R:1 method="wB97M-V/def2-TZVPD" spin_multiplicity=6 homo_lumo_gap_ev="6.99 / 6.76" relative_energy_kj_mol=0.0 homo_energy_ev="-6.700 / -7.757" energy_ha=-6475.97702
Ru -1.1023 -0.4293 0.3234 3.505
C -3.5602 0.0973 1.0580 0.162
C -3.0202 1.2410 0.4364 0.138
C -2.7858 0.9324 -0.9233 0.073
C -3.1748 -0.4125 -1.1392 0.101
C -3.6523 -0.9258 0.0879 0.094
H -3.8773 0.0216 2.0858 -0.003
H -2.8727 2.2048 0.8960 0.005
H -2.4408 1.6170 -1.6819 0.006
H -3.1884 -0.9229 -2.0894 0.016
H -4.0913 -1.9009 0.2361 0.002
C 2.8625 -2.5000 0.3931 0.011
Se 1.8198 -1.2421 1.4493 0.081
C 1.2498 -2.5299 2.7987 0.005
C 0.2604 -3.5557 2.2811 -0.003
Se -1.4524 -2.8123 1.6793 0.153
C -1.8901 -4.3578 0.5815 -0.004
H 3.6255 -2.9576 1.0195 0.005
H 3.3268 -1.9294 -0.4059 -0.004
H 2.2151 -3.2558 -0.0448 0.001
H 0.8311 -1.9364 3.6075 -0.001
H 2.1503 -3.0320 3.1519 0.002
H 0.0024 -4.2639 3.0684 0.005
H 0.6740 -4.1131 1.4422 -0.003
H -1.7606 -5.2566 1.1799 0.004
H -1.2529 -4.3851 -0.2989 0.002
H -2.9313 -4.2689 0.2818 0.001
C 0.0645 1.5282 -7.7672 -0.001
C 0.0509 1.0669 -6.3321 0.008
C -0.2768 -0.2407 -5.9994 0.002
C -0.2456 -0.6929 -4.6837 -0.061
C -0.6118 -2.1243 -4.3826 0.041
C 0.1352 0.1982 -3.6741 0.077
Te 0.5477 -0.5445 -1.7235 0.548
C 0.4163 1.5367 -3.9731 -0.054
C 0.7761 2.5556 -2.9187 0.021
C 0.3741 1.9424 -5.3043 0.000
H -0.2531 0.7321 -8.4399 0.000
H 1.0696 1.8375 -8.0607 0.001
H -0.5965 2.3841 -7.9147 0.001
H -0.5652 -0.9317 -6.7856 0.000
H -1.0302 -2.6121 -5.2630 0.003
H -1.3421 -2.1776 -3.5728 -0.016
H 0.2645 -2.6922 -4.0593 -0.006
H 0.3847 2.2873 -1.9386 -0.026
H 0.3810 3.5354 -3.1890 0.004
H 1.8608 2.6476 -2.8211 0.004
H 0.5988 2.9790 -5.5399 0.000
O -0.8216 -0.2817 2.7211 0.069
C -0.1867 0.8096 2.6066 -0.074
O -0.0227 1.3506 1.4859 0.085
C 0.4216 1.4304 3.8208 0.016
C -0.0030 1.0436 5.0838 -0.003
C 0.5746 1.5817 6.2392 0.001
C 1.5832 2.4931 6.0541 0.000
O 2.3118 3.1454 7.0081 0.000
C 3.2204 3.9973 6.3049 0.000
O 3.0232 3.7896 4.9081 0.000
C 2.0074 2.8768 4.7950 -0.001
C 1.4476 2.3713 3.6552 0.008
H -0.7991 0.3153 5.1610 0.001
H 0.2537 1.2928 7.2310 0.000
H 4.2440 3.7374 6.5737 0.000
H 3.0111 5.0379 6.5546 0.000
H 1.7676 2.6679 2.6657 0.000